1.
This record from the OMol25 dataset describes a structure of composition C23H49F2InN2O13P2 in a non-equilibrium geometry. The level of theory is ωB97M-V/def2-TZVPD.

Last column: Löwdin charge in e.
Cartesian coordinates (Å):
H: 5.716 4.718 -0.551  0.096
H: 2.961 0.284 9.328  0.082
P: 0.658 -0.123 6.811  0.686
C: -3.677 -2.854 -4.074  -0.298
H: -3.754 -0.019 -5.520  0.088
H: 3.026 1.746 -3.371  0.014
O: -0.189 -1.006 -2.485  0.039
H: 1.528 -3.027 5.470  0.092
H: 0.026 0.312 3.358  0.074
O: 2.276 -0.696 6.691  -0.199
N: 1.111 1.171 -4.265  -0.141
O: 0.846 0.352 5.235  -0.206
P: -6.227 -2.180 -4.552  0.698
H: 3.526 -2.299 6.769  0.121
H: -6.636 0.659 -4.704  0.107
H: -4.227 1.546 -4.825  0.089
C: -0.724 -0.179 -1.704  -0.381
C: 3.129 2.244 0.101  -0.266
H: -3.335 -3.726 -2.132  0.087
H: -0.234 2.610 3.927  0.086
H: 1.768 -4.045 6.907  0.077
O: -4.677 -2.696 -5.074  -0.196
H: -4.488 -4.626 -3.142  0.080
H: 3.815 1.360 -0.112  -0.004
In: 1.239 2.097 -1.193  0.822
F: 0.971 -1.707 0.000  0.004
H: -3.301 -1.872 -3.775  0.096
H: 3.158 4.215 -1.092  0.090
C: -4.146 -3.628 -2.857  -0.082
C: 5.479 -1.320 -0.507  -0.078
C: 5.650 3.166 -2.149  -0.156
O: -0.684 4.235 0.121  -0.238
O: -6.156 -1.057 -5.763  -0.237
H: 1.429 1.428 -5.225  0.034
C: -8.077 -4.033 -5.115  -0.309
O: -6.814 -3.461 -5.439  -0.227
H: 6.466 3.871 -2.566  0.101
O: 0.427 5.104 -1.765  -0.347
H: 6.991 1.604 -3.077  0.118
H: 1.470 2.368 9.213  0.116
F: -2.153 0.087 -1.884  -0.017
C: -5.896 0.299 -5.425  -0.297
H: 6.324 -1.798 0.096  0.063
H: -4.404 0.067 -3.879  0.064
C: 0.494 -0.401 0.366  -0.408
C: -9.212 -3.333 -5.849  -0.084
C: -0.873 1.909 4.472  -0.062
H: -1.871 1.942 4.033  0.080
H: 7.091 1.724 -1.243  0.110
H: 5.955 3.007 0.074  0.099
C: 6.103 -0.611 -1.819  -0.263
C: -4.487 0.486 -4.886  -0.073
C: 1.123 1.365 8.950  -0.309
H: 3.666 4.333 0.663  0.098
H: -0.931 2.280 5.498  0.061
H: 6.066 -1.280 -2.751  0.117
H: 0.064 1.300 9.222  0.106
C: 5.328 3.631 -0.646  -0.224
H: -1.050 -0.255 4.619  0.102
N: -0.084 0.509 -0.596  0.019
O: -0.821 0.256 6.935  -0.239
H: -8.051 -5.085 -5.415  0.109
H: -9.112 -2.247 -5.841  0.070
H: -2.841 -3.384 -4.537  0.127
H: 1.899 3.142 -3.741  0.049
H: 1.492 -0.657 9.611  0.059
O: 0.570 -0.113 1.579  0.040
H: -8.234 -4.025 -4.033  0.100
H: 2.534 -2.074 8.204  0.090
C: -0.296 0.504 4.386  -0.282
H: -9.218 -3.634 -6.902  0.070
H: 7.213 -0.415 -1.572  0.105
H: 4.687 -2.087 -0.845  0.081
H: 1.975 0.578 10.778  0.073
H: 2.791 2.278 1.204  0.034
H: -4.984 -3.125 -2.360  0.069
O: 1.273 1.230 7.549  -0.226
O: -7.575 -1.748 -3.967  -0.247
H: 1.514 0.220 -4.141  0.036
H: 0.503 -2.808 6.887  0.066
C: 2.522 -2.034 7.111  -0.319
H: -10.175 -3.599 -5.410  0.071
C: 1.524 -3.037 6.562  -0.088
H: 5.000 -0.500 0.123  0.073
C: 1.909 2.057 -3.343  -0.371
C: 0.143 4.070 -0.860  -0.650
O: 5.382 0.637 -1.996  -0.198
H: -6.017 0.883 -6.341  0.113
C: 6.352 1.699 -2.114  -0.248
C: 1.939 0.336 9.711  -0.095
H: 4.755 3.201 -2.856  0.107
C: 3.771 3.683 -0.271  -0.288

Its total charge is -2. As for the HOMO energy: 0.0 eV. The HOMO-LUMO gap is 1.952 eV. As for the total energy: -83424.297 eV. Its max |F| is 9.69 eV Å⁻¹. The calculation puts the LUMO energy at 1.954 eV.

***

2.
This record from the OMol25 dataset describes a structure of composition C23H49LaN2O2P3 in a non-equilibrium geometry. The level of theory is ωB97M-V/def2-TZVPD.

Last column: Löwdin charge in e.
Cartesian coordinates (Å):
C: -0.825 3.039 2.664  -0.255
O: -4.356 4.528 -2.508  0.012
H: -0.411 6.454 -3.366  0.103
H: 0.887 -0.689 3.756  0.071
H: -4.319 0.717 -1.815  0.079
C: -1.440 6.300 -3.701  -0.089
C: 2.399 0.481 -0.646  -0.147
C: 1.665 -2.718 -2.441  -0.253
H: 1.121 0.316 -2.403  0.060
H: -2.184 3.566 0.021  0.039
P: -0.127 2.663 1.006  0.689
H: 3.870 -3.465 1.025  0.137
H: 2.519 -0.125 4.247  0.104
C: -2.350 5.704 -2.826  -0.051
H: -0.996 4.855 0.371  0.077
H: 2.841 1.148 0.110  0.088
H: -3.298 -2.203 0.594  0.054
C: -3.179 6.508 -5.377  -0.070
H: 1.124 -5.791 2.333  0.118
H: 0.934 1.885 -1.464  0.061
H: -0.997 -4.434 -2.224  0.079
C: -3.657 0.887 1.048  -0.257
C: 3.862 -2.307 3.606  -0.125
H: 2.241 -3.157 -1.614  0.045
H: -3.271 -2.142 -1.195  0.035
H: 1.629 -1.296 5.251  0.125
H: -0.555 -2.841 -4.119  0.072
H: -3.412 0.505 2.047  0.054
C: 1.435 3.629 1.109  -0.259
H: -4.725 0.722 0.855  0.075
H: 1.967 3.578 0.151  0.047
H: -0.873 4.127 2.822  0.077
H: -2.077 5.426 -1.808  0.072
O: 0.749 -2.059 1.885  -0.304
H: 0.045 -4.422 -0.773  0.025
C: 1.730 -2.691 2.473  -0.398
H: -1.576 -3.684 -0.718  0.029
C: 1.193 -4.956 1.612  -0.006
C: -0.814 -1.989 -3.475  -0.251
H: -5.138 5.729 -4.827  0.121
H: 0.187 -4.560 1.470  0.080
H: -5.223 4.372 -2.927  0.115
H: -2.935 1.850 -1.748  0.039
C: -1.849 6.688 -4.981  -0.088
H: -2.767 0.287 -2.599  0.037
N: 2.113 -3.931 2.106  -0.083
H: -0.467 -1.065 -3.955  0.055
P: 0.001 -2.211 -1.849  0.703
C: -1.120 3.830 -0.008  -0.272
H: -0.177 2.594 3.430  0.049
C: -0.691 -3.842 -1.348  -0.241
C: 1.844 -0.991 4.208  -0.005
H: 2.208 -1.841 -2.813  0.046
H: -3.507 6.858 -6.362  0.120
C: 3.537 -4.096 1.875  -0.137
H: 4.415 -1.514 3.058  0.144
C: -3.227 0.793 -1.741  -0.234
H: -0.775 3.800 -1.048  0.041
H: 1.581 -3.454 -3.254  0.078
H: -1.904 -1.941 -3.359  0.044
La: 0.192 -0.321 0.469  1.614
H: 2.946 -0.460 -0.792  0.084
H: -3.437 1.961 1.013  0.031
C: 1.388 0.882 -1.501  -0.182
C: -4.095 5.880 -4.534  -0.015
C: -3.635 5.401 -3.284  -0.318
N: 2.431 -2.091 3.450  -0.067
H: 2.074 3.207 1.897  0.054
C: -3.556 -1.598 -0.285  -0.261
H: -1.831 2.610 2.745  0.034
H: 3.741 -5.146 1.637  0.147
P: -2.654 -0.005 -0.195  0.667
H: 5.326 -3.717 2.957  0.135
H: 1.574 -5.399 0.678  0.098
H: 1.217 4.678 1.348  0.074
H: 4.034 -4.406 3.917  0.141
C: 4.255 -3.683 3.126  -0.140
H: 4.143 -2.220 4.661  0.146
H: -4.639 -1.416 -0.289  0.074
H: -1.127 7.145 -5.667  0.111

Its total charge is +3. As for the HOMO energy: -13.8 eV. The HOMO-LUMO gap is 3.314 eV. As for the total energy: -60423.402 eV. Its max |F| is 3.20 eV Å⁻¹. The energy above the lowest of the compared OMol25 structures with the same formula, charge and spin is 0.032 eV. The calculation puts the LUMO energy at -10.486 eV.

***

3.
This record from the OMol25 dataset describes a structure of composition C23H49LaN2OP3Se in a non-equilibrium geometry. The level of theory is ωB97M-V/def2-TZVPD.

Last column: Löwdin charge in e.
Cartesian coordinates (Å):
H: -3.214 4.114 -6.589  0.129
H: -3.413 1.990 -7.796  0.117
C: 2.795 -1.584 3.282  -0.021
La: 0.030 0.491 0.064  1.505
H: 1.849 2.923 -0.870  0.036
H: -0.749 2.168 3.900  0.103
H: -0.578 -3.166 -1.894  0.014
C: 0.455 -3.317 -1.622  -0.232
C: -2.969 -1.938 -1.192  -0.249
N: 1.840 -0.953 4.187  -0.060
C: -2.203 3.159 -4.905  -0.077
H: -2.329 -0.114 -6.948  0.109
P: 0.882 -2.367 -0.096  0.699
P: 2.593 0.567 -0.952  0.628
H: -3.252 1.671 0.017  0.050
C: -1.322 4.624 -1.957  -0.016
H: -4.060 -1.898 -1.238  0.073
H: 2.467 -0.320 -3.201  0.022
H: -0.688 0.446 6.618  0.133
H: 3.185 -2.835 -0.806  0.036
H: -4.402 0.537 -0.773  0.077
H: -1.028 -3.439 1.027  0.037
H: -3.277 -0.336 2.260  0.040
H: 0.634 -4.365 -1.422  0.066
H: -3.226 -2.060 1.804  0.061
C: -1.132 3.911 -0.836  -0.089
C: -3.460 -1.052 1.447  -0.231
H: 1.703 2.224 -2.529  0.056
C: 0.807 -1.175 6.426  -0.132
H: -1.844 4.081 -0.053  0.053
H: -1.083 2.024 -3.450  0.047
C: -2.806 3.184 -6.166  -0.043
H: -0.634 4.633 -2.793  0.066
H: -2.165 4.056 -4.321  0.070
H: 1.020 0.914 6.493  0.150
H: 2.597 -3.954 0.414  0.072
H: 4.919 0.789 -0.499  0.074
H: 4.165 -0.059 -2.605  0.076
H: 2.328 -2.492 2.829  0.082
H: -2.204 5.276 -2.058  0.094
C: 2.065 -1.279 5.595  -0.138
H: 0.069 -1.945 6.177  0.133
N: 0.030 0.373 4.690  -0.065
H: -2.544 -1.733 -2.183  0.046
H: 3.063 -0.906 2.468  0.057
H: -2.647 -2.928 -0.846  0.052
H: 0.295 -3.126 2.180  0.041
H: -1.765 0.738 3.606  0.067
C: 2.628 -2.899 0.128  -0.248
H: 1.084 -2.986 -2.451  0.041
P: -2.480 -0.654 -0.022  0.612
C: 0.261 0.195 6.126  -0.133
C: 0.822 -0.161 3.746  -0.394
C: -1.578 2.004 -4.408  -0.157
C: 0.063 -3.432 1.152  -0.253
H: 3.939 1.593 0.786  0.073
H: 4.105 -0.190 0.786  0.029
C: -2.870 1.975 -6.866  -0.044
H: 3.685 -1.931 3.841  0.122
H: -2.956 1.107 -1.658  0.044
H: -0.309 3.234 -0.664  -0.045
H: 1.057 -1.206 7.482  0.137
Se: -0.315 -0.647 -4.801  0.841
O: 0.601 0.077 2.474  -0.265
C: -2.280 0.803 -6.358  -0.102
H: 3.203 -1.499 -2.071  0.022
C: 3.164 -0.436 -2.356  -0.227
C: -3.349 0.821 -0.673  -0.254
C: -1.505 0.836 -5.182  -0.598
H: -4.511 -1.007 1.153  0.073
C: 4.034 0.702 0.143  -0.225
C: -1.110 1.223 4.343  -0.002
H: 0.442 -4.448 0.986  0.067
H: 3.321 2.657 -1.888  0.080
H: 0.884 0.176 -4.857  -0.161
H: -1.643 1.434 5.286  0.108
H: 2.553 -2.268 5.610  0.140
H: 3.162 -2.334 0.902  0.013
H: 2.769 -0.558 6.049  0.147
C: 2.331 2.266 -1.623  -0.259

Its total charge is +3. As for the HOMO energy: -15.6 eV. The HOMO-LUMO gap is 6.464 eV. As for the total energy: -123722.111 eV. Its max |F| is 2.72 eV Å⁻¹. The calculation puts the LUMO energy at -9.110 eV.

***

Question: What is the formula in the third record?
Answer: C23H49LaN2OP3Se

***

Question: Look up the LUMO energy of the third one.
Answer: -9.110 eV

***

Question: Which of these has the lowest max |F|?
Answer: C23H49LaN2OP3Se

***

Question: Which value of LUMO energy does entry 1 give?
Answer: 1.954 eV